[1]
{
  "formula": "C5H5NO",
  "method": "ωB97M-V with the def2-TZVPD basis set",
  "homo_ev": -10.81,
  "smiles": "C#C[C@@H](C#N)CO",
  "charge": 0,
  "energy_ha": -323.42829,
  "lumo_energy_ev": 0.746,
  "de_lowest_ev": 2.4870,
  "homo_lumo_gap_ha": 0.4247,
  "symbols": ["O", "C", "C", "C", "C", "C", "N", "H", "H", "H", "H", "H"],
  "coordinates": [[-1.91378, 0.13300, -0.38903], [-1.00366, -0.72126, 0.24957], [0.38792, -0.48311, -0.37560], [0.63182, 0.95841, -0.30633], [0.75845, 2.13614, -0.13740], [1.43915, -1.24390, 0.29938], [2.23943, -1.87410, 0.85146], [-1.66760, 1.05131, -0.18558], [-0.95941, -0.55049, 1.33386], [-1.31175, -1.75459, 0.06943], [0.35305, -0.80301, -1.42085], [1.04637, 3.15161, 0.01109]],
  "forces_ev_per_a": [[-0.356, 0.076, 0.125], [-0.040, -0.103, 0.050], [-0.085, 0.140, -0.125], [0.339, 0.029, 0.125], [0.417, 0.102, -0.010], [1.060, -0.876, 0.808], [-1.005, 0.783, -0.701], [-0.081, -0.361, -0.077], [0.052, -0.022, -0.167], [-0.033, 0.191, -0.002], [-0.021, 0.039, 0.027], [-0.245, 0.002, -0.054]],
  "mulliken_charge": [-0.49, -0.72, 0.74, -1.18, 0.38, 0.06, -0.41, 0.31, 0.32, 0.36, 0.21, 0.43]
}

---

[2]
{
  "formula": "C5H5NO",
  "method": "ωB97M-V with the def2-TZVPD basis set",
  "homo_ev": -10.01,
  "smiles": "C#CC(=O)[C@H]1CN1",
  "charge": 0,
  "energy_ha": -323.39939,
  "lumo_energy_ev": 0.117,
  "de_lowest_ev": 3.2735,
  "homo_lumo_gap_ha": 0.3722,
  "symbols": ["O", "C", "C", "C", "C", "C", "N", "H", "H", "H", "H", "H"],
  "coordinates": [[0.29596, 0.61933, 2.10991], [0.52605, 0.42115, 0.93821], [1.75903, -0.15804, 0.40389], [2.60852, -0.69136, -0.26499], [-0.43328, 0.67572, -0.18617], [-1.32105, -0.44819, -0.57201], [-1.86069, 0.77556, 0.00970], [3.35413, -1.16772, -0.86368], [-0.01199, 1.29847, -0.97330], [-1.29638, -1.35158, 0.03634], [-1.52306, -0.60980, -1.62755], [-2.09723, 0.63646, 0.98963]],
  "forces_ev_per_a": [[0.062, -0.198, -0.546], [-0.167, 0.052, 0.264], [0.461, -0.262, -0.344], [-0.317, 0.236, 0.310], [0.138, 0.083, -0.073], [-0.024, -0.275, -0.144], [-0.106, 0.106, 0.211], [-0.035, 0.085, 0.182], [-0.062, -0.092, 0.060], [0.026, 0.183, -0.057], [-0.062, 0.044, 0.180], [0.088, 0.038, -0.043]],
  "mulliken_charge": [-0.53, 0.17, -0.30, 0.19, -0.01, -0.49, -0.62, 0.38, 0.37, 0.25, 0.27, 0.31]
}

---

[3]
{
  "formula": "C5H5NO",
  "method": "ωB97M-V with the def2-TZVPD basis set",
  "homo_ev": -10.74,
  "smiles": "C#C[C@@H](C#N)CO",
  "charge": 0,
  "energy_ha": -323.40914,
  "lumo_energy_ev": 0.495,
  "de_lowest_ev": 3.0081,
  "homo_lumo_gap_ha": 0.4128,
  "symbols": ["O", "C", "C", "C", "C", "C", "N", "H", "H", "H", "H", "H"],
  "coordinates": [[0.46821, -1.53244, 1.59357], [0.48761, -0.15561, 1.31857], [0.55815, 0.06044, -0.20647], [-0.63962, -0.42487, -0.93153], [-1.57209, -0.24401, -1.67277], [0.53187, 1.46374, -0.67121], [0.32434, 2.47181, -1.19927], [-0.29800, -1.91433, 1.14254], [-0.38308, 0.36918, 1.73573], [1.38875, 0.24293, 1.79344], [1.47210, -0.42532, -0.56589], [-2.33823, 0.08848, -2.33671]],
  "forces_ev_per_a": [[-0.193, -0.119, -0.109], [0.035, 0.315, -0.029], [0.007, 0.001, -0.084], [-0.511, 0.255, -0.501], [0.325, -0.217, 0.343], [0.006, 1.028, -0.366], [0.567, -0.734, 0.806], [0.085, -0.020, 0.156], [0.096, -0.095, -0.115], [-0.134, 0.001, -0.136], [-0.162, 0.035, -0.020], [-0.121, -0.452, 0.057]],
  "mulliken_charge": [-0.50, -0.64, 0.70, -0.89, 0.09, 0.04, -0.43, 0.34, 0.32, 0.33, 0.23, 0.41]
}

---

[4]
{
  "formula": "C5H5NO",
  "method": "ωB97M-V with the def2-TZVPD basis set",
  "homo_ev": -10.15,
  "smiles": "C#CC(=O)[C@H]1CN1",
  "charge": 0,
  "energy_ha": -323.39698,
  "lumo_energy_ev": -0.036,
  "de_lowest_ev": 3.3391,
  "homo_lumo_gap_ha": 0.3718,
  "symbols": ["O", "C", "C", "C", "C", "C", "N", "H", "H", "H", "H", "H"],
  "coordinates": [[0.27272, 0.17114, 1.84676], [0.54283, 0.11743, 0.66135], [1.90126, -0.14711, 0.19807], [3.01052, -0.37655, -0.21310], [-0.49526, 0.34854, -0.39571], [-1.81984, -0.38935, -0.33211], [-1.72505, 0.98894, 0.04170], [4.00011, -0.58181, -0.56138], [-0.10713, 0.61897, -1.36374], [-1.59248, -1.20826, 0.35325], [-2.30004, -0.61642, -1.28831], [-1.68763, 1.07448, 1.05320]],
  "forces_ev_per_a": [[0.089, -0.070, -0.491], [-0.433, -0.116, 0.272], [0.493, -0.137, -0.261], [-0.498, 0.104, 0.187], [0.178, 0.537, -0.432], [1.590, -0.885, -0.403], [-0.119, -0.001, 0.276], [-0.179, 0.043, 0.066], [0.033, 0.270, -0.121], [-1.252, 0.141, 0.301], [0.072, 0.032, 0.498], [0.025, 0.081, 0.108]],
  "mulliken_charge": [-0.54, 0.13, -0.44, 0.34, -0.05, -0.52, -0.61, 0.40, 0.38, 0.29, 0.28, 0.32]
}

---

[5]
{
  "formula": "C5H5NO",
  "method": "ωB97M-V with the def2-TZVPD basis set",
  "homo_ev": [-6.96, -8.29],
  "charge": 0,
  "energy_ha": -323.30856,
  "lumo_energy_ev": [-1.155, 0.435],
  "de_lowest_ev": 5.7450,
  "homo_lumo_gap_ha": [0.2134, 0.3206],
  "symbols": ["N", "C", "C", "O", "C", "C", "C", "H", "H", "H", "H", "H"],
  "coordinates": [[1.58581, 0.94456, -0.62778], [1.98323, 0.51411, 0.51664], [0.90099, -0.81115, 0.39973], [-0.23486, -0.93254, 1.22638], [-1.19057, -0.18216, 0.83107], [-0.86554, 0.64138, -0.35680], [0.47277, 0.00268, -0.81425], [1.38264, -1.78148, 0.33355], [-2.11538, -0.24837, 1.39393], [-1.68971, 0.69311, -1.07544], [-0.63472, 1.67600, -0.04632], [0.40535, -0.51615, -1.78070]],
  "forces_ev_per_a": [[1.048, 0.060, 1.339], [-1.012, 0.116, -1.680], [-0.848, -0.323, 0.319], [2.273, -1.197, 0.426], [-1.749, 1.115, -0.352], [0.035, 0.221, 0.032], [-0.414, -0.263, 0.031], [0.101, 0.173, -0.010], [0.189, 0.139, -0.082], [0.218, -0.124, -0.019], [-0.102, -0.129, -0.163], [0.259, 0.213, 0.159]],
  "mulliken_charge": [-0.54, -0.20, -0.05, -0.32, -0.20, -0.75, 0.31, 0.36, 0.42, 0.30, 0.29, 0.37]
}

---

[6]
{
  "formula": "C5H5NO",
  "method": "ωB97M-V with the def2-TZVPD basis set",
  "homo_ev": [-6.54, -11.57],
  "charge": 0,
  "energy_ha": -323.26832,
  "lumo_energy_ev": [0.784, -3.241],
  "de_lowest_ev": 2.3214,
  "s_squared": 2.01,
  "homo_lumo_gap_ha": [0.2690, 0.3062],
  "spin_multiplicity": 3,
  "symbols": ["C", "C", "C", "C", "C", "N", "O", "H", "H", "H", "H", "H"],
  "coordinates": [[0.43244, 1.67106, 0.66258], [-1.13155, -0.32895, 1.19733], [-0.11824, -0.08338, -1.29525], [0.89833, -0.76899, -0.39963], [-0.08760, 0.18305, 0.19063], [0.81147, 2.67154, 1.02704], [-1.94724, 0.24244, 1.80951], [-0.99462, -1.53523, 1.25838], [0.31641, 0.84615, -1.91494], [-0.88822, -0.67859, -1.95052], [0.71066, -1.86115, -0.19736], [1.99815, -0.35797, -0.38778]],
  "forces_ev_per_a": [[-1.707, -5.512, -1.952], [7.204, -6.499, -5.008], [0.570, 1.644, -3.026], [1.734, 0.204, 0.024], [-0.683, 2.660, 1.844], [0.754, 2.145, 0.735], [-5.756, 3.977, 4.048], [-0.626, 2.390, 0.258], [-1.032, -2.269, 1.349], [1.329, 1.178, 2.025], [0.501, 1.378, -0.113], [-2.288, -1.298, -0.185]],
  "mulliken_charge": [-0.07, -0.42, -0.45, -0.59, 0.93, -0.37, -0.25, 0.25, 0.23, 0.26, 0.24, 0.24]
}

---

[7]
{
  "formula": "C5H5NO2",
  "method": "ωB97M-V with the def2-TZVPD basis set",
  "homo_ev": -9.44,
  "smiles": "O=C1C[C@H]2N[C@@H]1C2=O",
  "charge": 0,
  "energy_ha": -398.63033,
  "lumo_energy_ev": 0.302,
  "de_lowest_ev": 4.0313,
  "homo_lumo_gap_ha": 0.3580,
  "symbols": ["C", "C", "C", "C", "C", "H", "H", "H", "H", "H", "N", "O", "O"],
  "coordinates": [[1.21656, -0.32151, 0.21458], [-0.07270, -1.17290, 0.33842], [-1.07776, 0.05345, 0.00675], [0.69732, 1.00914, -0.38445], [-0.40516, 0.30900, -1.27119], [-0.34007, -1.84552, 1.31884], [-0.06211, -1.81321, -0.66898], [-2.10201, -0.05236, 0.30965], [-0.22506, 1.09427, 1.70472], [1.28198, 1.99473, -0.49516], [-0.46818, 1.10515, 0.63083], [2.28696, -0.67664, 0.73830], [-0.72978, 0.31640, -2.44232]],
  "forces_ev_per_a": [[2.801, -1.630, 3.043], [-1.328, -1.987, -1.309], [-0.554, -4.460, 1.685], [0.231, 0.075, 1.610], [-1.768, 3.479, -3.345], [1.069, 1.908, -2.509], [0.049, 0.378, 2.474], [-0.696, -0.582, -0.819], [-0.440, -0.475, -2.902], [-0.625, -2.085, -0.329], [2.599, 4.424, 2.349], [-2.521, 1.553, -2.007], [1.181, -0.598, 2.059]],
  "mulliken_charge": [0.29, -0.43, -0.29, -0.08, 0.35, 0.29, 0.26, 0.49, 0.28, 0.38, -0.41, -0.56, -0.56]
}

---

[8]
{
  "formula": "C5H5NO2",
  "method": "ωB97M-V with the def2-TZVPD basis set",
  "homo_ev": -10.46,
  "charge": 0,
  "energy_ha": -398.64058,
  "lumo_energy_ev": -0.109,
  "de_lowest_ev": 3.7522,
  "homo_lumo_gap_ha": 0.3802,
  "symbols": ["C", "C", "C", "C", "C", "H", "H", "H", "H", "H", "N", "O", "O"],
  "coordinates": [[0.52483, -0.05410, 1.40936], [0.24059, 1.19821, 0.55932], [-0.70068, 0.48399, -0.46406], [-0.67656, 0.75559, -1.81560], [-0.40211, -0.73441, 0.45237], [1.87368, -1.41265, 1.44464], [0.33134, -0.00339, 2.45037], [-0.24405, 2.23200, 0.67491], [1.29480, 1.24361, 0.02377], [-1.58915, 0.70941, 0.03087], [-0.64706, 0.79343, -2.97807], [1.88972, -0.36086, 1.36790], [-0.77143, -1.91648, 0.55381]],
  "forces_ev_per_a": [[-0.535, 2.591, 0.186], [2.848, 2.726, -3.234], [1.230, -0.889, 4.478], [0.155, -0.875, -4.143], [-0.435, -6.240, -0.200], [0.553, 3.200, -0.191], [-1.405, -0.161, 0.919], [1.413, -1.483, 1.146], [-2.031, 0.806, 0.955], [-2.544, 0.570, -0.103], [-0.029, 0.367, 1.779], [0.137, -4.210, -0.604], [0.643, 3.597, -0.988]],
  "mulliken_charge": [0.14, -0.75, -0.03, 0.36, 0.19, 0.36, 0.34, 0.37, 0.25, 0.32, -0.43, -0.54, -0.56]
}